No. 1
Entry from the OMol25 dataset: a cluster of 11 separate species, C71H162N10O11 in total at a distorted geometry (ωB97M-V/def2-TZVPD).

Atoms and positions in Å:
C1 -1.8568 -0.8577 4.5373
O1 -1.7938 -2.2819 4.6639
H1 -0.9647 -0.3078 4.2376
H2 -2.6267 -0.7570 3.7723
H3 -2.1504 -0.4811 5.5171
H4 -1.5446 -2.5321 3.7712
C2 2.5535 7.1800 -3.4106
C3 3.2839 6.1744 -2.5892
C4 4.4340 5.5968 -3.4654
O2 4.7286 4.3293 -2.9711
C5 5.9589 3.7478 -3.4386
N1 3.7742 6.9194 -1.4285
H5 3.2212 8.0201 -3.6015
H6 1.7638 7.7250 -2.8935
H7 2.1222 6.7934 -4.3340
H8 2.6514 5.4128 -2.1331
H9 5.3881 6.1185 -3.5401
H10 4.0404 5.3671 -4.4556
H11 6.5315 3.3769 -2.5885
H12 6.6148 4.3832 -4.0338
H13 5.7351 2.9439 -4.1399
H14 4.5093 6.3922 -0.9794
H15 3.1413 7.0296 -0.6491
C6 -8.3006 2.1159 2.7727
C7 -7.3696 2.4947 3.9201
C8 -7.5507 1.8729 5.3795
O3 -8.7396 2.3835 6.0702
C9 -9.0888 1.5583 7.2185
N2 -6.0449 2.3306 3.4964
H16 -9.3237 2.4295 2.9802
H17 -8.4159 1.0421 2.6258
H18 -7.9354 2.5235 1.8301
H19 -7.6019 3.5592 3.9521
H20 -6.6110 1.9664 5.9239
H21 -7.6875 0.7934 5.3156
H22 -9.5680 2.1417 8.0047
H23 -8.1998 1.0447 7.5848
H24 -9.6739 0.6991 6.8906
H25 -5.5739 2.5617 4.3595
H26 -5.9937 1.3605 3.2202
C10 2.0134 -9.6038 -0.4919
C11 0.7553 -9.7847 0.3932
C12 1.1143 -10.3979 1.6860
O4 0.0277 -10.4386 2.5580
C13 0.3888 -10.5132 3.9187
N3 0.1268 -8.4996 0.7022
H27 2.6397 -8.7256 -0.3353
H28 1.8047 -9.6359 -1.5612
H29 2.5369 -10.5526 -0.3744
H30 -0.0344 -10.3786 -0.0671
H31 1.9150 -9.7985 2.1192
H32 1.4732 -11.4254 1.6263
H33 -0.3579 -10.0739 4.5802
H34 1.2763 -9.9186 4.1352
H35 0.6666 -11.5286 4.2011
H36 -0.0558 -8.4872 1.6955
H37 -0.7683 -8.3592 0.2559
C14 -1.5096 1.6919 -1.1615
C15 -0.9525 0.7953 0.0030
C16 -0.1372 -0.4343 -0.5117
O5 0.1892 -1.2993 0.6085
C17 1.1000 -2.4114 0.2162
N4 -0.2029 1.7073 0.8329
H38 -0.7068 2.1145 -1.7656
H39 -2.0998 2.5116 -0.7517
H40 -2.2440 1.1441 -1.7520
H41 -1.6891 0.5004 0.7504
H42 0.8098 -0.0398 -0.8800
H43 -0.4589 -0.9344 -1.4252
H44 1.5708 -2.5755 1.1854
H45 1.9059 -2.1517 -0.4703
H46 0.5424 -3.3474 0.1836
H47 0.3062 1.2152 1.5531
H48 0.5149 2.0316 0.2007
C18 3.5426 7.0937 4.7794
C19 2.6145 5.9878 4.9794
C20 2.8013 5.5157 6.4985
C21 2.0949 6.5396 7.5056
C22 0.5850 6.5832 7.0754
C23 0.3372 7.0105 5.5535
N5 1.1550 6.2090 4.6264
O6 0.8790 6.3997 3.2223
C24 -1.2131 6.6581 5.2759
C25 0.5084 8.5802 5.4058
C26 3.1677 4.7940 4.0418
H49 3.4787 7.5164 3.7767
H50 4.5684 6.8937 5.0890
H51 3.2506 7.9119 5.4377
H52 2.6135 4.4468 6.6005
H53 3.8749 5.4624 6.6790
H54 2.4583 7.5569 7.3604
H55 2.2193 6.2461 8.5480
H56 0.3043 7.4038 7.7357
H57 0.3125 5.5566 7.3201
H58 -1.7102 7.6073 5.4758
H59 -1.3633 6.3133 4.2528
H60 -1.7298 5.9771 5.9522
H61 0.3132 8.8639 4.3717
H62 -0.0536 9.2352 6.0716
H63 1.4730 9.0417 5.6170
H64 2.5984 3.8685 4.1274
H65 4.1705 4.4978 4.3494
H66 3.1484 5.0182 2.9753
H67 0.4483 5.5933 2.9292
C27 -9.9497 7.4235 -4.9310
C28 -8.4359 7.6997 -4.9095
C29 -7.8628 7.5139 -3.4859
C30 -7.4721 6.1424 -2.9803
C31 -6.6497 5.3710 -4.0872
C32 -7.2433 5.4811 -5.5219
N6 -7.6932 6.8870 -5.8316
O7 -8.1763 7.1031 -7.1507
C33 -6.1078 5.0589 -6.5571
C34 -8.3671 4.4249 -5.6657
C35 -8.2056 9.2362 -5.2172
H68 -10.3534 7.2432 -5.9273
H69 -10.6100 8.1991 -4.5430
H70 -10.1715 6.4859 -4.4213
H71 -7.0810 8.2064 -3.1739
H72 -8.6419 7.8697 -2.8118
H73 -8.3969 5.5972 -2.7919
H74 -6.9339 6.3392 -2.0531
H75 -6.5766 4.3402 -3.7403
H76 -5.6990 5.8905 -4.2069
H77 -5.5615 4.1873 -6.1967
H78 -6.5266 4.7246 -7.5063
H79 -5.4499 5.9149 -6.7073
H80 -8.0855 3.3734 -5.6089
H81 -8.9717 4.5547 -4.7680
H82 -9.0226 4.5818 -6.5223
H83 -8.5259 9.7984 -4.3400
H84 -8.8063 9.7957 -5.9344
H85 -7.1270 9.3473 -5.3278
H86 -7.5878 7.8274 -7.3759
C36 3.1513 -2.1531 7.2423
C37 4.3882 -2.9858 7.5504
C38 4.8695 -2.6318 8.9968
C39 5.6937 -3.7806 9.8080
C40 5.1217 -5.0890 9.5415
C41 4.8849 -5.4917 7.9933
N7 4.0465 -4.4523 7.3349
O8 3.7796 -4.7499 6.0151
C42 6.2238 -5.7477 7.2292
C43 4.0890 -6.8564 8.0866
C44 5.5950 -2.5652 6.6132
H87 3.1045 -2.0725 6.1562
H88 3.2249 -1.0894 7.4685
H89 2.2345 -2.5559 7.6729
H90 5.5231 -1.7596 8.9825
H91 4.0518 -2.1470 9.5302
H92 5.7753 -3.4525 10.8443
H93 6.7349 -3.8198 9.4881
H94 4.1553 -5.2692 10.0124
H95 5.8651 -5.8074 9.8871
H96 6.5831 -6.7494 7.4650
H97 6.2002 -5.8066 6.1411
H98 6.9287 -4.9515 7.4687
H99 3.5837 -7.0882 7.1491
H100 4.7362 -7.7287 8.1788
H101 3.2455 -7.0014 8.7616
H102 6.0933 -3.3494 6.0432
H103 6.3938 -1.9599 7.0418
H104 5.3565 -1.9106 5.7749
H105 2.8220 -4.7997 5.9709
C45 11.1897 -4.1551 -1.0245
C46 9.8183 -4.7264 -1.1184
C47 9.3149 -5.2263 0.2167
C48 9.0545 -4.0878 1.1744
C49 7.9977 -3.2436 0.5452
C50 8.4063 -2.5735 -0.7984
N8 8.8382 -3.7218 -1.6772
O9 9.1403 -3.3750 -3.0117
C51 7.0530 -1.9452 -1.3401
C52 9.4272 -1.4492 -0.6561
C53 9.7311 -6.0122 -2.0406
H106 11.3732 -3.2630 -1.6233
H107 12.0103 -4.8130 -1.3106
H108 11.3841 -3.8451 0.0022
H109 8.3906 -5.7906 0.0928
H110 9.9913 -5.8351 0.8165
H111 9.8937 -3.4418 1.4322
H112 8.5617 -4.5078 2.0512
H113 7.5346 -2.5672 1.2636
H114 7.1434 -3.9160 0.4663
H115 6.8003 -1.0744 -0.7351
H116 7.0148 -1.6227 -2.3806
H117 6.1904 -2.5791 -1.1348
H118 8.9347 -0.5710 -0.2385
H119 10.3787 -1.6863 -0.1802
H120 9.6720 -1.1638 -1.6792
H121 8.6961 -6.2772 -2.2563
H122 10.1346 -6.8739 -1.5087
H123 10.2898 -5.7534 -2.9400
H124 8.2870 -3.3777 -3.4516
C54 1.1891 0.7905 -10.1748
C55 0.9661 0.7441 -8.6623
C56 -0.5842 0.8537 -8.4429
C57 -0.9221 0.6487 -6.9341
C58 -0.5785 -0.7819 -6.4507
C59 0.9926 -1.0544 -6.6702
N9 1.3531 -0.6190 -8.0979
O10 2.5289 -1.1794 -8.5202
C60 1.8861 -0.3688 -5.7907
C61 1.1096 -2.5897 -6.4609
C62 1.6981 1.9159 -7.9818
H125 2.2419 0.8260 -10.4548
H126 0.8186 1.7038 -10.6403
H127 0.8330 -0.1300 -10.6373
H128 -0.9898 1.8530 -8.6012
H129 -1.2451 0.2171 -9.0312
H130 -1.9994 0.7901 -6.8466
H131 -0.3726 1.4237 -6.3999
H132 -1.2047 -1.5278 -6.9401
H133 -0.6691 -0.7438 -5.3652
H134 1.9119 -0.9133 -4.8468
H135 2.8973 -0.4222 -6.1939
H136 1.6271 0.6869 -5.7104
H137 2.1209 -2.8072 -6.1174
H138 0.4842 -3.0694 -5.7081
H139 0.8983 -3.1460 -7.3741
H140 2.7694 1.7181 -7.9488
H141 1.2925 2.2463 -7.0255
H142 1.6150 2.8011 -8.6124
H143 2.2527 -1.9145 -9.0724
C63 -4.8409 -4.0984 -4.1325
C64 -5.0908 -4.0175 -2.5620
C65 -5.0633 -2.5079 -2.2016
C66 -6.3189 -1.6099 -2.4946
C67 -7.5915 -2.3338 -2.0677
C68 -7.6590 -3.8666 -2.5156
N10 -6.3636 -4.5469 -2.0984
O11 -6.4415 -5.9220 -2.2749
C69 -8.8108 -4.3311 -1.5744
C70 -8.0263 -3.9204 -4.0384
C71 -3.8955 -4.6257 -1.8598
H144 -5.2417 -3.2726 -4.7203
H145 -5.2387 -5.0485 -4.4890
H146 -3.7857 -4.2717 -4.3435
H147 -4.9735 -2.4913 -1.1154
H148 -4.1480 -2.0493 -2.5760
H149 -6.2511 -1.6096 -3.5825
H150 -6.1805 -0.6309 -2.0357
H151 -8.3458 -1.9324 -2.7445
H152 -7.8243 -2.1414 -1.0204
H153 -8.6260 -4.0707 -0.5322
H154 -9.8102 -4.0287 -1.8870
H155 -8.9039 -5.4145 -1.6503
H156 -8.8760 -3.3232 -4.3691
H157 -7.2770 -3.5385 -4.7318
H158 -8.2040 -4.9442 -4.3677
H159 -3.9111 -4.7198 -0.7740
H160 -2.9873 -4.0421 -2.0104
H161 -3.6322 -5.6496 -2.1251
H162 -6.5627 -6.2628 -1.3856

Forces on the atoms, in the same order (eV/Å):
C -1.1 -0.4 0.2
O 1.1 0.3 -0.1
H 0.4 -0.5 -0.1
H -0.2 1.1 0.2
H -0.3 0.1 -0.2
H 0.1 -0.7 0.0
C -0.9 1.1 -0.6
C 0.5 0.8 0.6
C -1.0 -1.0 0.2
O 1.6 -1.5 1.0
C -0.6 -0.2 -0.1
N 1.7 0.2 0.7
H 0.4 -0.2 -0.5
H -0.3 -0.5 0.4
H 0.1 0.0 -0.1
H -0.1 -0.7 -1.1
H -0.4 1.0 0.1
H -0.2 0.9 -0.5
H -0.1 -0.1 0.0
H -0.2 0.7 0.2
H -0.2 -0.4 0.2
H 0.5 -0.1 -0.1
H -0.8 0.0 -0.4
C -0.9 -1.1 0.6
C -2.7 0.9 0.6
C -2.1 0.0 -1.1
O 1.1 -0.5 0.4
C 0.9 -0.3 -1.3
N 0.8 0.2 -0.1
H 0.0 0.3 -0.1
H 0.4 -0.4 0.0
H 0.0 0.3 0.2
H 0.3 0.4 0.8
H 0.0 0.7 0.4
H 0.0 -0.4 -0.4
H 0.0 0.0 -0.3
H 0.3 0.5 0.5
H -0.7 0.2 -0.1
H 1.4 -0.6 -0.4
H 1.0 -0.3 0.3
C -0.7 -1.5 -0.5
C -0.7 1.4 -1.1
C 1.0 -1.0 1.1
O -1.0 0.6 0.8
C 0.7 0.2 0.1
N 0.2 0.8 0.2
H -0.2 -0.2 0.6
H -0.5 0.3 0.0
H 0.8 0.2 0.2
H 0.4 -0.5 -0.5
H 0.3 0.2 0.2
H 0.4 -0.1 -0.6
H -0.5 -0.4 -0.3
H 0.3 0.2 -0.3
H -0.3 -0.2 0.2
H -0.2 0.2 0.1
H 0.1 -0.2 -0.1
C -0.7 -1.1 1.0
C -0.6 0.0 -0.5
C 0.9 0.7 0.9
O 0.3 -0.5 -2.1
C -0.9 1.1 3.1
N 1.3 0.4 -0.3
H 0.0 -0.2 -0.1
H 0.3 0.1 0.3
H 0.4 -0.2 -0.4
H -0.8 -0.7 -0.8
H 0.5 0.5 0.1
H -1.1 -0.5 0.4
H 0.6 0.1 0.0
H -0.6 -0.1 -0.5
H -0.1 0.1 -1.4
H 0.0 -0.3 0.3
H 0.6 0.7 0.2
C 0.3 2.8 0.0
C -0.3 -3.5 -0.6
C -0.1 1.3 -0.3
C -0.1 -1.3 -2.6
C 2.7 0.4 -0.3
C -1.3 -0.1 0.9
N 0.8 -1.1 1.3
O 0.7 1.0 1.2
C 1.0 1.2 0.3
C 0.4 0.0 -0.3
C -0.9 0.2 0.9
H 0.3 -0.2 -0.2
H 0.0 -0.4 -0.4
H 0.0 0.2 0.0
H -1.2 0.1 0.2
H 0.3 0.6 -0.1
H 0.6 -0.2 0.1
H -0.1 0.0 -0.1
H -1.5 -0.4 -0.1
H -1.2 0.4 -0.2
H -0.4 0.0 -0.5
H -0.1 0.3 0.1
H 0.7 -0.4 0.1
H -0.3 0.0 0.0
H -1.0 -0.6 0.0
H 0.7 -0.9 -0.1
H -0.4 0.1 0.3
H 0.2 0.4 0.0
H 0.2 0.5 0.1
H 0.0 -0.3 0.3
C -0.6 -0.9 -0.3
C -0.7 1.4 0.4
C -0.6 0.7 0.9
C -0.2 -0.3 -1.9
C -0.7 1.9 0.5
C -0.1 -1.3 -1.4
N 1.5 -0.8 0.7
O 0.3 -0.5 0.4
C -1.0 0.6 0.7
C -0.8 0.7 0.9
C -0.1 -0.5 0.9
H 0.5 0.1 -0.3
H 0.4 0.2 0.4
H 0.0 0.0 0.4
H 0.5 0.2 -1.0
H -0.4 0.0 0.0
H 0.1 -0.3 0.3
H 0.1 -0.7 0.0
H 0.4 -0.1 -0.6
H 0.4 -0.4 0.5
H 0.1 0.2 0.4
H -0.2 0.4 -0.1
H 0.2 -0.2 -0.1
H 0.6 0.1 -0.3
H -0.5 0.0 0.0
H 0.2 0.1 -0.1
H 0.4 -0.2 0.6
H 0.2 -0.9 -0.9
H -0.1 0.4 -0.3
H -0.1 0.1 -0.7
C 0.2 0.3 -1.2
C 2.0 -0.1 -0.3
C 0.8 -0.9 0.9
C -0.6 3.3 -1.4
C -0.5 -2.1 -1.5
C -0.4 -0.3 0.5
N -0.1 0.8 3.2
O 0.4 0.1 -1.0
C -0.3 -0.1 0.4
C -0.2 -0.1 -1.4
C 0.1 0.4 -1.2
H -0.6 -0.5 -0.2
H 0.4 0.0 0.7
H 0.1 -0.1 0.0
H 0.3 -0.1 -0.7
H -0.5 -1.0 0.6
H -0.4 -0.4 0.2
H 0.1 0.4 -0.4
H 0.1 0.1 0.2
H -0.4 -0.6 0.2
H 0.4 0.2 0.6
H -0.8 0.4 -0.1
H 0.3 -0.3 0.2
H 0.2 0.4 -0.5
H 0.4 0.2 0.4
H 0.3 0.8 0.7
H -0.2 -0.5 0.5
H -0.1 -0.3 0.8
H -1.0 0.2 -0.1
H -0.1 0.0 0.0
C 1.7 0.6 0.3
C -1.5 -1.3 -1.7
C 0.2 0.8 1.4
C -1.1 0.4 0.1
C -0.8 0.5 0.0
C -1.3 -0.8 -0.2
N -1.3 -0.7 1.6
O 0.8 0.5 0.4
C 0.3 -0.2 0.6
C -0.2 0.2 -0.8
C 0.4 1.4 0.3
H -0.4 0.0 -0.2
H -0.2 -0.5 0.1
H 0.2 0.0 0.1
H 0.0 0.0 -0.1
H 0.6 -0.6 -1.0
H 0.3 -0.5 0.2
H 0.6 0.1 0.5
H 0.6 0.9 -0.1
H -0.1 -0.2 -1.0
H 0.4 0.3 0.0
H 0.4 -0.1 -0.1
H 0.2 -0.5 -0.3
H 0.3 -0.1 0.4
H -0.3 -0.1 0.3
H 0.2 0.1 -0.1
H 0.0 0.4 -0.2
H 0.5 0.1 -0.1
H -0.1 -0.6 -0.2
H -0.1 -0.2 0.0
C 1.2 -0.4 0.0
C -0.8 -0.8 0.4
C 0.0 0.3 1.9
C -0.1 -1.1 -1.3
C 2.3 2.2 0.0
C -3.2 -1.3 -3.0
N -3.4 -0.2 0.3
O 1.4 0.2 -0.2
C 1.4 1.0 2.0
C 1.0 -0.1 -0.7
C 0.0 0.5 -0.8
H 0.3 -0.1 0.4
H -0.7 -0.2 0.2
H -0.5 0.2 -0.1
H 0.6 0.4 -0.6
H 0.6 -0.5 -0.3
H 0.0 0.3 0.4
H -0.3 -0.2 0.4
H 0.2 0.0 0.1
H -0.4 -0.6 0.1
H 0.0 0.6 0.5
H 0.1 0.0 0.0
H 0.1 -0.1 0.5
H 0.2 -0.2 -0.4
H -0.4 0.8 0.2
H 0.1 0.1 -0.2
H 0.0 -0.2 0.4
H 0.3 -0.4 0.1
H -0.1 0.1 -0.2
H 0.1 -0.1 -0.1
C 0.1 -1.4 0.8
C 0.1 1.8 -1.8
C -0.7 0.5 1.8
C 1.7 -2.4 -0.7
C 0.6 -0.1 -1.9
C 0.2 1.9 1.2
N -1.3 1.5 0.5
O 0.0 -0.9 -0.6
C 0.3 -1.7 -1.0
C 0.4 -0.5 -0.1
C 0.9 -1.0 0.8
H 0.1 -0.1 0.2
H -0.6 0.1 -0.1
H 0.2 0.7 0.1
H 0.3 0.0 0.3
H 0.0 -0.1 -0.3
H -0.7 0.9 -0.2
H -0.1 0.0 -0.3
H -0.6 0.4 0.7
H 0.0 -0.3 -0.1
H 0.0 0.1 -0.2
H 0.2 0.7 -0.1
H 0.2 -0.3 0.2
H -0.5 -0.1 0.8
H 0.5 -0.1 0.5
H -0.1 -0.1 0.1
H -0.9 0.5 0.2
H -0.1 0.2 -0.5
H -0.3 -0.1 -0.7
H 0.0 -0.1 0.1

Values from the calculation:
energy above the lowest of the compared OMol25 structures with the same formula, charge and spin = 0.0 kJ/mol
SMILES string = CC1(C)CCCC(C)(C)N1O.CC1(C)CCCC(C)(C)N1O.CC1(C)CCCC(C)(C)N1O.CC1(C)CCCC(C)(C)N1O.CC1(C)CCCC(C)(C)N1O.CC1(C)CCCC(C)(C)N1O.COC[C@H](C)N.COC[C@H](C)N.COC[C@H](C)N.COC[C@H](C)N.CO
LUMO level = 0.06 eV
Kohn-Sham gap = 0.29480 Eh
E_tot = -113658.47683 eV

No. 2
Entry from the OMol25 dataset: a cluster of 2 separate species, C2H7FN2S in total at a distorted geometry (ωB97M-V/def2-TZVPD).

Atoms and positions in Å:
C1 -2.8098 -0.8473 -1.0409
C2 2.8445 -0.0756 0.2918
N1 -0.6749 1.7668 0.3235
N2 -2.3194 -0.1534 -0.0958
F1 -0.4150 -0.7371 1.5574
S1 -0.6508 0.2824 0.1011
H1 3.8880 -0.4928 -0.0132
H2 -3.8521 -1.1321 -1.0373
H3 -2.4455 -1.3019 -1.9814
H4 2.4829 -0.8236 0.9522
H5 3.0496 0.8969 0.9210
H6 2.2792 0.2110 -0.6735
H7 -1.3767 2.4067 0.6951

Forces on the atoms, in the same order (eV/Å):
C 0.2 -0.2 -0.3
C 2.7 2.2 -1.1
N 0.6 -0.5 -0.1
N -0.3 -0.8 0.2
F -0.8 1.2 -1.5
S -0.3 0.2 0.3
H -1.7 0.9 0.3
H -0.6 0.5 0.7
H 1.3 0.5 0.5
H -1.1 -0.5 0.2
H -0.5 -1.8 -1.3
H 0.6 -0.8 1.9
H -0.2 -0.9 0.1

Values from the calculation:
energy above the lowest of the compared OMol25 structures with the same formula, charge and spin = 19.9 kJ/mol
LUMO level = 0.04 eV
Kohn-Sham gap = 0.36607 Eh
E_tot = -18717.27188 eV

Highest occupied orbital energy (computed, eV): -7.96; -9.92